51
Properties=species:S:1:pos:R:3:forces:R:3:lowdin_charge:R:1 method="wB97M-V/def2-TZVPD" total_energy_ha=-1278.548111 e_above_lowest_kj_mol=0.00 smiles="CNC(=O)[C@H](Cc1ccc(O)cc1)NC(C)=O.NCC(=O)CCC(=O)O" homo_energy_ev=-8.75 lumo_ev=0.46
C 3.74579 -5.23331 0.26437 -0.2 0.3 0.0 -0.06
N 3.94633 -4.21894 1.29989 0.0 -1.3 -0.8 0.03
C 3.38544 -3.00909 1.43931 -0.1 0.8 0.9 -0.44
O 3.85731 -2.27447 2.29906 -0.5 0.4 -0.2 0.04
C 2.19566 -2.51476 0.57184 -0.3 -0.2 -0.2 -0.18
C 1.32967 -1.44868 1.27345 0.2 0.3 0.1 -0.10
C 0.40433 -0.70696 0.32527 -0.1 -0.2 -0.2 -0.22
C 0.95622 0.24767 -0.55040 -1.3 -0.2 -0.2 -0.02
C 0.13782 0.92642 -1.47066 -0.2 -0.9 0.9 -0.01
C -1.24485 0.65359 -1.51084 1.2 -0.5 0.6 -0.33
O -2.03580 1.30163 -2.40400 -0.9 -0.1 0.1 0.04
C -1.80472 -0.29129 -0.62486 0.8 0.3 -0.1 -0.01
C -0.97948 -0.97494 0.29141 0.6 1.1 -1.0 -0.03
N 1.29824 -3.55359 0.04239 0.7 0.5 1.4 0.10
C 1.15973 -3.84190 -1.25162 0.2 -0.2 -1.8 -0.57
C 0.07597 -4.83090 -1.60915 0.1 0.1 0.1 0.01
O 1.86922 -3.37096 -2.12958 0.1 0.2 0.3 0.04
H 4.57914 -5.93737 0.27608 0.0 0.2 0.1 0.09
H 2.82307 -5.78511 0.44835 0.1 -0.1 -0.2 0.07
H 3.70796 -4.76746 -0.72296 -0.1 -0.1 0.0 0.08
H 4.68894 -4.38921 1.96122 -0.1 0.2 0.0 0.14
H 2.67010 -2.01885 -0.27540 -0.1 -0.2 -0.3 0.15
H 0.74809 -1.91966 2.06713 0.0 0.0 0.1 0.12
H 1.97697 -0.70476 1.73976 0.1 -0.3 0.1 0.12
H 2.01891 0.44844 -0.52558 0.0 0.0 0.0 0.12
H 0.57038 1.64763 -2.14658 0.0 0.1 -0.1 0.11
H -1.52856 1.66001 -3.13388 0.3 0.1 0.0 0.11
H -2.86505 -0.49010 -0.66726 -0.1 0.0 0.0 0.11
H -1.40731 -1.70536 0.96315 0.0 0.0 0.0 0.11
H 0.67805 -4.00373 0.69325 -0.1 0.1 0.1 0.15
H 0.13505 -5.04401 -2.67579 0.0 0.1 0.2 0.09
H 0.21792 -5.75028 -1.04576 -0.2 -0.1 0.1 0.08
H -0.89481 -4.39559 -1.37997 -0.1 -0.1 0.1 0.08
N -5.37785 3.55761 -0.33260 0.9 -0.3 0.2 0.00
C -4.01473 3.26006 0.17596 -0.8 0.8 -0.2 -0.19
C -3.08836 4.48750 0.30444 -0.5 1.4 -0.5 -0.36
O -3.42416 5.57607 -0.15398 0.4 -1.4 0.5 0.07
C -1.74297 4.36950 1.01847 -0.1 -0.7 -0.2 -0.11
C -0.57418 4.75028 0.08849 -0.3 -0.4 0.6 -0.08
C 0.74472 4.86422 0.84449 0.1 1.5 -1.0 -0.51
O 1.42691 5.85529 0.66142 0.0 -1.1 0.6 0.09
O 1.10296 3.85984 1.67340 -0.4 0.3 -0.4 0.11
H -5.33049 3.92697 -1.28450 0.0 0.0 0.6 0.07
H -5.85039 4.23170 0.27268 0.3 -0.1 -0.4 0.07
H -3.53422 2.53611 -0.48953 0.0 0.0 0.1 0.10
H -4.10087 2.79124 1.16165 0.1 0.0 -0.1 0.12
H -1.60475 3.34628 1.38250 0.0 0.1 0.0 0.11
H -1.75573 5.03463 1.88746 -0.1 0.0 -0.1 0.13
H -0.46697 4.00200 -0.70062 0.0 -0.1 0.0 0.12
H -0.77999 5.71404 -0.38836 0.2 -0.2 0.2 0.13
H 1.95527 4.13254 2.04699 0.0 -0.1 0.0 0.13